Entry from OMol25: a molecular structure, C16H34Cl10FN2O5PS in a non-equilibrium geometry (the ωB97M-V functional and the def2-TZVPD basis).

Element x y z (Å)
C  -1.211  -0.397  1.531
C  -0.400  -0.417  0.204
O  -1.041  0.424  -0.779
C  -0.134  1.148  -1.490
O  -0.022  1.016  -2.670
C  0.709  2.194  -0.725
C  0.613  3.584  -1.431
C  1.793  4.476  -0.933
N  1.354  5.547  -0.010
P  0.604  6.943  -0.866
N  -0.781  6.307  -1.694
O  -0.083  7.917  0.306
S  2.597  6.118  0.939
O  3.835  5.391  0.749
O  2.773  7.554  0.803
F  2.088  5.760  2.418
H  -1.658  0.590  1.695
H  -1.977  -1.173  1.467
H  -0.497  -0.599  2.330
H  0.622  -0.101  0.457
H  -0.354  -1.428  -0.223
H  1.737  1.836  -0.616
H  0.213  2.309  0.250
H  -0.365  3.992  -1.177
H  0.760  3.396  -2.499
H  2.511  3.801  -0.460
H  2.309  4.959  -1.781
H  -0.789  6.629  -2.651
H  -1.615  6.599  -1.195
H  -0.821  7.438  0.715
Cl  -0.559  0.735  5.083
C  -1.691  -0.319  5.968
C  -1.525  -1.774  5.601
Cl  -2.045  -2.116  3.930
H  -2.701  0.029  5.766
H  -1.485  -0.183  7.029
H  -2.141  -2.388  6.257
H  -0.491  -2.095  5.703
Cl  2.314  -5.694  -2.173
C  1.648  -4.122  -2.673
C  2.049  -3.015  -1.732
Cl  1.278  -3.195  -0.132
H  0.566  -4.219  -2.731
H  2.027  -3.917  -3.671
H  1.727  -2.054  -2.135
H  3.125  -2.981  -1.584
Cl  4.098  -7.308  -8.043
C  3.806  -7.746  -6.340
C  2.410  -7.392  -5.891
Cl  2.160  -5.632  -5.797
H  4.558  -7.249  -5.732
H  3.955  -8.822  -6.260
H  2.233  -7.789  -4.892
H  1.659  -7.802  -6.562
Cl  -0.968  -6.171  -1.644
C  -1.225  -6.623  0.058
C  -2.610  -6.266  0.539
Cl  -2.847  -4.503  0.651
H  -0.458  -6.134  0.654
H  -1.077  -7.700  0.125
H  -2.768  -6.671  1.538
H  -3.377  -6.667  -0.120
Cl  -2.934  5.911  1.230
C  -3.375  6.347  2.904
C  -2.723  5.436  3.916
Cl  -3.374  3.780  3.844
H  -4.459  6.321  2.981
H  -3.045  7.372  3.064
H  -2.913  5.811  4.920
H  -1.647  5.381  3.768

Output
Total charge: 0
Spin multiplicity: 1
E_HOMO (eV): -9.07
Orbital gap (eV): 9.5

Entry from OMol25: 7 unconnected molecules or ions with the total composition C16H34Cl10N2O2 in a non-equilibrium geometry (the ωB97M-V functional and the def2-TZVPD basis).

Element x y z (Å)
C  -3.597  -3.687  0.937
N  -4.450  -2.628  0.404
C  -4.247  -1.314  0.699
C  -4.820  -0.307  -0.247
O  -3.547  -0.950  1.630
H  -2.721  -3.235  1.394
H  -3.315  -4.280  0.069
H  -4.086  -4.299  1.694
H  -5.265  -2.871  -0.130
H  -5.716  0.214  0.100
H  -5.012  -0.684  -1.250
H  -4.096  0.507  -0.292
C  2.230  2.765  -0.410
N  3.141  2.379  -1.481
C  3.190  1.189  -2.086
C  4.247  1.021  -3.139
O  2.374  0.294  -1.882
H  1.716  3.702  -0.647
H  2.786  2.996  0.496
H  1.434  2.028  -0.354
H  3.918  3.012  -1.565
H  3.853  0.964  -4.154
H  4.769  0.086  -2.929
H  4.991  1.817  -3.216
Cl  4.058  -3.142  -1.462
C  2.308  -3.047  -1.062
C  1.663  -4.399  -1.018
Cl  0.110  -4.209  -0.177
H  1.872  -2.329  -1.757
H  2.309  -2.528  -0.106
H  2.307  -5.042  -0.414
H  1.500  -4.971  -1.927
Cl  0.923  0.318  -7.029
C  1.823  0.440  -5.508
C  0.908  0.419  -4.311
Cl  -0.232  1.842  -4.344
H  2.413  1.354  -5.562
H  2.535  -0.384  -5.464
H  1.408  0.464  -3.348
H  0.234  -0.434  -4.341
Cl  -3.536  3.483  3.753
C  -2.759  2.838  2.301
C  -1.738  3.785  1.710
Cl  -0.301  3.948  2.755
H  -3.540  2.663  1.559
H  -2.382  1.864  2.598
H  -2.226  4.749  1.600
H  -1.356  3.331  0.798
Cl  1.665  1.536  7.395
C  0.307  0.967  6.406
C  0.684  0.002  5.276
Cl  1.682  -1.348  5.892
H  -0.204  1.812  5.950
H  -0.402  0.424  7.026
H  1.314  0.490  4.532
H  -0.134  -0.420  4.699
Cl  -0.194  0.399  1.911
C  -0.217  -0.865  0.616
C  0.115  -0.197  -0.687
Cl  -1.189  0.921  -1.232
H  -1.233  -1.250  0.588
H  0.518  -1.599  0.925
H  0.151  -0.947  -1.479
H  1.058  0.341  -0.701

Output
Total charge: 0
Spin multiplicity: 1
E_HOMO (eV): -9.79
Orbital gap (eV): 10.1
SMILES: CNC(C)=O.CNC(C)=O.ClCCCl.ClCCCl.ClCCCl.ClCCCl.ClCCCl
Energy above the lowest of the compared OMol25 structures with the same formula, charge and spin (kJ/mol): 0.0

Entry from OMol25: a molecular structure, C16H34CuOP2 in a non-equilibrium geometry (the ωB97M-V functional and the def2-TZVPD basis).

Element x y z (Å)
P  0.782  -1.940  1.442
P  -0.110  2.291  2.240
C  1.198  -0.279  0.674
C  1.062  1.172  1.228
H  0.733  -0.290  -0.345
H  2.301  -0.350  0.538
H  2.000  1.344  1.807
H  1.121  1.804  0.309
C  -1.418  2.908  1.078
H  -1.917  3.752  1.579
H  -2.169  2.133  0.900
H  -1.002  3.255  0.130
C  0.965  3.782  2.074
H  0.810  4.274  1.096
H  2.018  3.486  2.184
H  0.695  4.472  2.889
C  -0.430  -2.939  0.438
H  -0.596  -3.884  0.971
H  -0.050  -3.172  -0.562
H  -1.400  -2.442  0.328
C  2.286  -2.830  0.796
H  3.135  -2.124  0.781
H  2.092  -3.231  -0.220
H  2.499  -3.643  1.514
Cu  -0.559  -0.374  -1.746
C  0.121  1.298  -2.461
C  -1.251  1.357  -2.261
C  -2.308  0.725  -3.094
C  -1.954  -0.706  -3.728
C  -1.172  -1.722  -2.929
C  0.221  -1.811  -2.762
C  1.216  -0.925  -3.452
C  0.792  0.608  -3.613
C  -0.187  -1.652  4.253
H  0.767  1.834  -1.736
H  -1.657  2.059  -1.509
H  -2.543  1.347  -3.974
H  -3.239  0.610  -2.509
H  -2.935  -1.132  -3.993
H  -1.478  -0.518  -4.704
H  -1.760  -2.577  -2.538
H  0.687  -2.672  -2.231
H  1.526  -1.290  -4.454
H  2.123  -0.954  -2.820
H  1.741  1.141  -3.755
H  0.201  0.713  -4.529
H  0.824  -1.696  4.682
H  -0.191  -2.251  3.314
H  -0.929  -2.074  4.950
C  -0.530  0.644  4.811
O  -0.540  -0.346  3.794
H  0.458  0.753  5.311
H  -1.312  0.483  5.573
H  -0.737  1.580  4.242

Output
Total charge: 0
Spin multiplicity: 2
E_HOMO (alpha / beta) (eV): -4.80 / -7.51
Orbital gap (alpha / beta) (eV): 5.6 / 7.9
⟨S²⟩: 0.76
Energy above the lowest of the compared OMol25 structures with the same formula, charge and spin (kJ/mol): 80.9

Entry from OMol25: 9 unconnected molecules or ions with the total composition C16H34F14N8O16PS in a non-equilibrium geometry (the ωB97M-V functional and the def2-TZVPD basis).

Element x y z (Å)
F  -3.396  -0.930  0.430
C  -2.894  -2.272  0.473
C  -1.589  -2.376  -0.439
P  -1.491  -1.002  -1.759
C  0.269  -1.048  -2.414
C  0.961  0.413  -2.527
C  1.425  0.986  -1.125
F  2.843  1.022  -1.059
F  1.064  -0.006  -0.151
C  0.734  2.329  -0.635
F  -0.583  2.139  -0.137
F  1.468  2.701  0.527
C  0.835  3.570  -1.660
F  1.942  3.327  -2.474
F  1.191  4.674  -0.842
C  -0.513  3.967  -2.380
F  -1.344  2.865  -2.723
F  -1.274  4.679  -1.427
S  -0.408  5.039  -3.912
F  -1.336  6.220  -3.158
F  0.956  5.828  -3.452
F  0.386  3.900  -4.810
F  -1.865  4.383  -4.451
F  -0.446  6.003  -5.263
H  -3.655  -3.061  0.184
H  -2.575  -2.467  1.554
H  -1.490  -3.414  -0.922
H  -0.646  -2.273  0.210
H  -2.461  -1.392  -2.760
H  -1.894  0.237  -1.181
H  0.224  -1.442  -3.493
H  0.944  -1.797  -1.866
H  1.921  0.218  -3.127
H  0.343  1.114  -3.168
C  -4.266  0.515  3.355
N  -3.712  -0.646  4.098
O  -2.896  -1.346  3.522
O  -4.115  -0.816  5.232
H  -3.820  0.541  2.364
H  -5.344  0.378  3.290
H  -4.015  1.413  3.917
C  4.948  -1.073  0.804
N  4.297  -2.409  0.795
O  3.336  -2.561  0.057
O  4.772  -3.256  1.525
H  4.421  -0.423  0.109
H  4.885  -0.683  1.819
H  5.984  -1.208  0.496
C  6.370  2.795  -0.005
N  6.911  1.629  0.742
O  7.731  0.931  0.174
O  6.493  1.458  1.873
H  6.829  2.822  -0.991
H  5.292  2.662  -0.084
H  6.618  3.691  0.561
C  -5.195  0.248  -4.553
N  -4.633  -0.907  -3.803
O  -3.808  -1.606  -4.381
O  -5.038  -1.073  -2.663
H  -4.748  0.272  -5.545
H  -6.272  0.105  -4.619
H  -4.949  1.151  -3.997
C  -3.719  -4.518  5.989
N  -3.708  -5.074  4.610
O  -4.067  -4.338  3.706
O  -3.340  -6.226  4.483
H  -4.067  -3.489  5.950
H  -4.393  -5.131  6.584
H  -2.700  -4.567  6.370
C  -2.891  -1.055  9.001
N  -3.539  -2.392  8.996
O  -4.502  -2.546  8.265
O  -3.058  -3.239  9.726
H  -3.422  -0.406  8.308
H  -2.948  -0.666  10.016
H  -1.857  -1.191  8.688
C  8.005  -3.818  1.725
N  9.277  -4.582  1.645
O  9.768  -4.738  0.542
O  9.735  -4.997  2.693
H  7.716  -3.512  0.722
H  7.253  -4.475  2.159
H  8.183  -2.949  2.357
C  -1.700  4.448  -7.801
N  -2.859  3.809  -8.478
O  -3.893  3.706  -7.840
O  -2.688  3.434  -9.622
H  -1.996  4.730  -6.795
H  -0.891  3.719  -7.777
H  -1.424  5.326  -8.382

Output
Total charge: +1
Spin multiplicity: 1
E_HOMO (eV): -12.24
Orbital gap (eV): 8.0
Energy above the lowest of the compared OMol25 structures with the same formula, charge and spin (kJ/mol): 246.2

| no. | electronic energy (hartree) |
| --- | --- |
| 1 | -6557.10374 |
| 2 | -5491.97700 |
| 3 | -3028.17962 |
| 4 | -4408.41103 |